(1)
Molecular formula: C5H9N3O3S2
Method: DFT, ωB97M-V/def2-TZVPD

The geometry in XYZ format:
```
22
Properties=species:S:1:pos:R:3
C -2.2226 -1.0714 1.1286
C -1.8583 -2.3788 -0.5854
C -1.8689 -0.3573 0.0157
C 3.0680 0.8201 0.8740
C 1.5444 0.9121 -1.5396
N -1.6381 -1.1787 -1.0340
N 0.7027 2.0170 0.8993
N -2.2231 -2.3692 0.7232
O -1.5145 1.7814 -1.4991
O -2.6433 2.0472 0.6894
O 0.7618 -0.5145 0.5426
S -1.6397 1.4127 -0.1181
S 1.3340 0.7984 0.2723
H -2.4669 -0.7536 2.1196
H -1.7813 -3.2769 -1.1656
H 3.7315 0.4932 0.0814
H 3.2816 1.8350 1.1808
H 3.1215 0.1442 1.7207
H 0.5592 0.8597 -1.9903
H 2.0080 1.8665 -1.7573
H 2.1578 0.0804 -1.8665
H -2.4139 -3.1673 1.3080
```

Computed properties:
HOMO-LUMO gap (alpha / beta) in eV: 7.345 / 7.348
E_HOMO (alpha / beta) in hartree: -0.3337 / -0.3338
Total charge: 0

---

(2)
Molecular formula: C5H9N4O
Method: DFT, ωB97M-V/def2-TZVPD

The geometry in XYZ format:
```
19
Properties=species:S:1:pos:R:3
C 2.2881 1.3241 0.3314
C -1.4019 0.5407 -0.1775
C 1.3583 -0.4881 0.2047
C -2.7614 0.7222 -0.7275
C 1.0793 -1.8668 0.5502
N 2.5975 0.8465 -0.8875
N 2.0042 -0.2273 -0.9919
N 1.4688 0.6126 1.0435
N -0.3806 -0.0689 -0.7477
O -1.3445 1.0168 1.0026
H 2.6025 2.3277 0.7929
H -3.4945 1.3659 -0.0785
H -2.9636 0.8990 -1.8010
H -3.1789 -0.3366 -0.4961
H 1.9822 -2.5234 0.4508
H 0.3130 -2.3749 -0.0868
H 0.7298 -1.9068 1.5479
H -0.4900 0.9884 1.5164
H -0.4082 -0.8510 -1.4459
```

Computed properties:
HOMO-LUMO gap in eV: 8.369
E_HOMO in hartree: -0.5556
Total charge: +1

---

(3)
Molecular formula: C5H9N4O4
Method: DFT, ωB97M-V/def2-TZVPD

The geometry in XYZ format:
```
22
Properties=species:S:1:pos:R:3
C -1.8857 0.0837 2.7566
C 0.8885 -0.7472 -0.6171
C -1.2646 1.4494 0.8108
C -0.8084 -2.1561 0.1333
C 2.2502 1.0154 -1.4951
N -2.3934 -0.8526 3.4439
N -1.7154 0.8993 1.9346
N 0.0116 -1.0222 0.3241
N -2.5416 -0.9577 4.7411
O -2.3364 0.0416 5.4193
O 1.3325 -1.5280 -1.5537
O -2.7780 -2.0907 5.1351
O 1.2799 0.6161 -0.5524
H -1.9885 1.6033 -0.0674
H -0.4675 0.7114 0.4383
H -0.7319 2.3619 1.0570
H -0.1973 -2.9417 -0.1707
H -1.2799 -2.4292 1.0950
H -1.5565 -2.0663 -0.6913
H 2.0845 2.1070 -1.5430
H 2.1837 0.4589 -2.5026
H 3.2191 0.8722 -1.0114
```

Computed properties:
HOMO-LUMO gap in eV: 7.142
E_HOMO in hartree: -0.1458
Total charge: -1

---

(4)
Molecular formula: C5H9N7
Method: DFT, ωB97M-V/def2-TZVPD

The geometry in XYZ format:
```
21
Properties=species:S:1:pos:R:3
N 1.7354 3.9051 0.2494
C 1.4138 2.7236 0.6257
N 2.0539 1.5004 0.4604
N 1.4303 0.5121 1.2093
N 0.3836 1.0034 1.7030
N 0.3231 2.3053 1.3670
H 2.6116 3.8624 -0.2821
H 3.0304 1.4129 0.2582
H -0.4769 2.8584 1.6494
C 0.5158 -0.9270 -1.4455
N -0.7758 -1.3057 -0.9369
C -0.9889 -2.2577 -0.0197
C -2.2046 -2.6370 0.4201
C -3.3591 -1.9862 -0.1053
N -4.2560 -1.4444 -0.6010
H 1.2532 -1.3422 -0.7672
H 0.6227 0.1614 -1.5500
H 0.6982 -1.3317 -2.4646
H -1.6102 -0.9149 -1.3973
H -0.0901 -2.7281 0.4053
H -2.3102 -3.3704 1.2216
```

Computed properties:
HOMO-LUMO gap in eV: 8.835
E_HOMO in hartree: -0.3056
Total charge: 0

---

(5)
Molecular formula: C5H9NO
Method: DFT, ωB97M-V/def2-TZVPD

The geometry in XYZ format:
```
16
Properties=species:S:1:pos:R:3
H -1.8221 -1.1706 -2.3661
N -1.4638 -0.2239 -2.2227
C -0.6439 -0.2214 -1.2600
C 0.0861 1.0282 -0.8432
C 0.1726 1.1455 0.6778
C 0.8906 -0.1074 1.1687
C 0.0674 -1.3256 0.7734
O -0.2935 -1.3741 -0.6125
H 1.1092 0.9392 -1.2344
H -0.3841 1.8821 -1.3315
H -0.8338 1.1922 1.1182
H 0.6946 2.0620 0.9701
H 1.8883 -0.1529 0.7127
H 1.0261 -0.1163 2.2563
H -0.8577 -1.3370 1.3675
H 0.6053 -2.2588 0.9583
```

Computed properties:
HOMO-LUMO gap in eV: 10.827
E_HOMO in hartree: -0.3636
Total charge: 0

---

(6)
Molecular formula: C5H9NO
Method: DFT, ωB97M-V/def2-TZVPD

The geometry in XYZ format:
```
16
Properties=species:S:1:pos:R:3
C -1.8644 0.9846 0.0317
C -0.6130 0.3772 0.6792
C 0.1573 -0.6055 -0.2461
O -0.2489 -0.5189 -1.6008
C 1.6609 -0.3024 -0.3299
C 2.4476 -0.7494 0.8203
N 3.1002 -1.1255 1.6971
H -2.7595 0.3845 0.2253
H -2.0300 1.9954 0.4061
H -1.7848 1.0807 -1.0561
H -0.8839 -0.1314 1.6130
H 0.0676 1.1749 0.9989
H 0.0281 -1.6345 0.1229
H -1.1324 -0.9004 -1.6715
H 1.8073 0.7741 -0.4676
H 2.0480 -0.8031 -1.2226
```

Computed properties:
HOMO-LUMO gap in eV: 11.561
E_HOMO in hartree: -0.4012
Total charge: 0

---

(7)
Molecular formula: C5H9NO
Method: DFT, ωB97M-V/def2-TZVPD

The geometry in XYZ format:
```
16
Properties=species:S:1:pos:R:3
C -1.5318 0.3901 0.0184
C 0.2063 -0.1265 0.3989
C 0.2913 -1.2029 1.4469
N -0.1435 -0.2880 -1.0782
C 0.8080 0.7694 -1.4170
C 1.1826 0.9297 0.0735
O 1.9489 1.6580 0.6672
H -1.8243 0.3491 1.0548
H -2.2701 -0.2045 -0.5728
H -1.5293 1.4085 -0.3758
H -0.6813 -1.3485 1.9390
H 1.0099 -0.9154 2.2243
H 0.6125 -2.1767 1.0499
H -0.0635 -1.2043 -1.4838
H 1.6092 0.3297 -2.0060
H 0.3751 1.6322 -1.9394
```

Computed properties:
HOMO-LUMO gap (alpha / beta) in eV: 8.126 / 8.125
E_HOMO (alpha / beta) in hartree: -0.2669 / -0.2669
Total charge: 0

---

(8)
Molecular formula: C5H9NO
Method: DFT, ωB97M-V/def2-TZVPD

The geometry in XYZ format:
```
16
Properties=species:S:1:pos:R:3
C -1.0856 1.3227 -0.7798
C -1.4150 -0.1214 -0.6833
C -0.9199 -0.7543 0.5766
N 0.4219 -0.7152 1.1141
C 1.0046 -0.9082 -0.2927
C -0.3882 -1.1050 -0.9524
H -0.7173 1.6647 0.2310
H -0.1556 1.3985 -1.3940
H -1.8005 1.9598 -1.2757
H -1.6212 -1.4195 1.0286
H 1.8011 -1.6518 -0.1690
H 1.6413 0.0237 -0.4013
H -0.5874 -2.1834 -1.4055
H 1.8178 2.1591 1.4275
H 0.9023 0.1735 1.2623
O 1.5739 1.5348 0.7108
```

Computed properties:
HOMO-LUMO gap in eV: 5.108
E_HOMO in hartree: -0.3058
Total charge: 0

---

(9)
Molecular formula: C5H9NO
Method: DFT, ωB97M-V/def2-TZVPD

The geometry in XYZ format:
```
16
Properties=species:S:1:pos:R:3
C 1.1946 0.1525 -1.2451
C -0.4945 -0.1568 0.0270
C -1.7125 -0.0317 -0.6804
C 0.0842 -1.3106 0.8360
O 0.5474 -0.3562 1.8335
C 0.0164 0.7092 1.1401
N -0.0392 1.9312 1.3948
H 1.9941 0.1775 -0.5018
H 1.3371 -0.6877 -1.9341
H 1.1653 1.1083 -1.7813
H -2.2278 0.9201 -0.6689
H -0.3490 0.1374 -1.2038
H -2.1545 -0.9002 -1.1525
H 0.9066 -1.8760 0.3985
H -0.6836 -1.9661 1.2558
H 0.4154 2.1490 2.2822
```

Computed properties:
HOMO-LUMO gap in eV: 8.087
E_HOMO in hartree: -0.2710
Total charge: 0

---

(10)
Molecular formula: C5H9NO
Method: DFT, ωB97M-V/def2-TZVPD

The geometry in XYZ format:
```
16
Properties=species:S:1:pos:R:3
C 0.3293 -1.4982 0.3890
C -0.1817 -0.1110 0.0024
C -1.6961 -0.0026 -0.0447
C 0.6123 1.0067 0.7313
N 1.2567 1.3075 -0.5439
C 0.5484 0.3787 -1.2692
O 0.5340 0.0742 -2.4358
H -0.3136 -2.2838 -0.0107
H 0.3759 -1.6200 1.4787
H 1.3391 -1.6593 -0.0006
H -2.1583 -0.2611 0.9153
H -2.0881 -0.6881 -0.8046
H -2.0011 1.0131 -0.3183
H -0.0082 1.8285 1.1084
H 1.2964 0.6522 1.5111
H 2.1538 1.7389 -0.7302
```

Computed properties:
HOMO-LUMO gap in eV: 10.411
E_HOMO in hartree: -0.3519
Total charge: 0

---

(11)
Molecular formula: C5H9NO
Method: DFT, ωB97M-V/def2-TZVPD

The geometry in XYZ format:
```
16
Properties=species:S:1:pos:R:3
C -1.3122 0.3208 -0.4218
C -0.0115 1.0686 -0.2414
C -0.0619 2.4637 0.3621
C 1.1349 0.6157 -0.7060
O 2.1787 0.2736 -1.1027
H -2.0174 0.9098 -1.0300
H -1.7900 0.1510 0.5495
H -1.1441 -0.6545 -0.8792
H -0.5341 2.4364 1.3562
H -0.6569 3.1440 -0.2733
H 0.9379 2.8902 0.4933
C 0.5853 -2.5084 0.6631
N 0.5168 -2.4305 -0.5981
H 0.4089 -1.6035 1.2605
H 0.8063 -3.4331 1.2114
H 0.7195 -3.3172 -1.0499
```

Computed properties:
HOMO-LUMO gap in eV: 9.123
E_HOMO in hartree: -0.2994
Total charge: 0

---

(12)
Molecular formula: C5H9NO
Method: DFT, ωB97M-V/def2-TZVPD

The geometry in XYZ format:
```
16
Properties=species:S:1:pos:R:3
C 0.6495 -1.0557 -1.4475
C 0.9122 -1.2591 0.0245
N 1.5886 -0.2685 0.8329
C 0.1748 -0.5589 1.1448
C -0.9912 0.2745 1.0179
C -0.8163 1.6955 0.6106
O -1.6753 1.7104 -0.5234
H -0.1173 -1.7504 -1.8051
H 1.5703 -1.2659 -2.0067
H 0.3192 -0.0373 -1.6764
H 1.2087 -2.2778 0.2753
H 1.6575 0.6026 0.3055
H 0.0320 -1.1877 2.0232
H -2.3526 1.0642 -0.2404
H -1.1574 2.3696 1.4168
H 0.1809 2.0410 0.2948
```

Computed properties:
HOMO-LUMO gap in eV: 8.174
E_HOMO in hartree: -0.3168
Total charge: 0

---

(13)
Molecular formula: C5H9NO
Method: DFT, ωB97M-V/def2-TZVPD

The geometry in XYZ format:
```
16
Properties=species:S:1:pos:R:3
C 1.1408 -0.8295 -1.1450
C 0.6440 -0.5571 0.2699
O 1.4393 0.4315 0.9018
C -0.8461 -0.0871 0.3656
C -1.0288 1.3224 0.9516
C -1.5444 -0.1800 -0.9270
N -2.1117 -0.2417 -1.9338
H 0.5693 -1.6305 -1.6227
H 2.1879 -1.1536 -1.1036
H 1.0741 0.0657 -1.7728
H 0.7129 -1.4973 0.8390
H 2.3570 0.1400 0.8325
H -1.3675 -0.7847 1.0314
H -2.0954 1.5621 1.0038
H -0.5235 2.0829 0.3514
H -0.6078 1.3569 1.9579
```

Computed properties:
HOMO-LUMO gap in eV: 11.382
E_HOMO in hartree: -0.3949
Total charge: 0

---

(14)
Molecular formula: C5H9NO
Method: DFT, ωB97M-V/def2-TZVPD

The geometry in XYZ format:
```
16
Properties=species:S:1:pos:R:3
C -1.6130 1.8551 0.4930
O -0.6776 0.8287 0.7170
C 0.0556 0.4538 -0.4231
C 1.0247 -0.6474 0.0699
C 0.2919 -1.9657 0.3260
C 1.9914 -1.0487 -2.0660
N 2.0898 -0.8628 -0.8972
H -2.0983 2.0753 1.4486
H -2.3878 1.5580 -0.2296
H -1.1336 2.7758 0.1277
H 0.6095 1.3139 -0.8332
H -0.6409 0.1093 -1.2152
H 1.4605 -0.2731 0.9998
H 0.9937 -2.7541 0.6069
H -0.4056 -1.8048 1.1475
H -0.2905 -2.3264 -0.5358
```

Computed properties:
HOMO-LUMO gap in eV: 11.240
E_HOMO in hartree: -0.3789
Total charge: 0

---

Summary of energy above the lowest of the compared OMol25 structures with the same formula, charge and spin in kcal/mol
77.6; 110.0; 37.2; 19.3; 19.2; 29.7; 127.5; 243.0; 155.7; 18.5; 57.4; 131.8; 26.8; 64.6
(order as listed above)
Summary of E in Ha
-1382.109434; -489.795870; -715.759112; -579.140619; -325.906968; -325.890266; -325.734337; -325.550279; -325.689355; -325.908057; -325.846053; -325.727572; -325.894920; -325.834609
(order as listed above)